The following is a DFT calculation (ωB97M-V with the def2-TZVPD basis set) of 2 unconnected molecules or ions with the total composition C4H12 in a non-equilibrium geometry.

Geometry (Å):
C -1.77131 0.32850 1.09456
C -3.16808 0.96493 0.71433
H -2.01202 -0.45067 1.78751
H -1.27274 -0.19414 0.31987
H -1.11735 1.01981 1.52203
H -3.26544 1.83334 1.28399
H -3.99389 0.26968 0.68890
H -3.28475 1.13253 -0.33773
C 2.81090 -0.05490 -1.18240
C 2.05579 -1.22950 -0.56525
H 3.91561 0.30692 -0.81858
H 2.97344 -0.07824 -2.25931
H 2.32383 0.92164 -1.06817
H 0.95445 -1.12644 -0.79299
H 2.41858 -1.39752 0.52623
H 2.43297 -2.24594 -0.91298

gap between HOMO and LUMO: 0.456 Ha
LUMO energy: 1.101 eV
SMILES: CC.CC
total charge: 0
E_tot: -159.53555 a.u.

=====

The following is a DFT calculation (ωB97M-V with the def2-TZVPD basis set) of 2 unconnected molecules or ions with the total composition C4H12 in a non-equilibrium geometry.

Geometry (Å):
C 1.85727 -0.04140 -1.62137
C 2.33826 -0.92721 -0.46335
H 1.85030 0.95556 -1.18937
H 2.56400 -0.05451 -2.45421
H 0.88341 -0.28805 -2.04907
H 3.31909 -0.60405 -0.12100
H 1.69281 -0.65852 0.36881
H 2.24920 -2.00199 -0.55875
C -2.12243 0.74070 1.73347
C -2.11406 0.20072 0.29793
H -1.11842 1.05492 2.01579
H -2.84019 1.54743 1.84033
H -2.35117 -0.08324 2.40146
H -3.07062 -0.20422 -0.03299
H -1.34117 -0.56505 0.28710
H -1.79628 0.92891 -0.45477

gap between HOMO and LUMO: 0.470 Ha
LUMO energy: 1.094 eV
SMILES: CC.CC
total charge: 0
E_tot: -159.57680 a.u.